{"formula": "CH4AuO2", "method": "ωB97M-V with the def2-TZVPD basis set", "species": ["H", "H", "Au", "O", "C", "H", "H", "O"], "positions_angstrom": [[0.18659, 2.20618, -0.47622], [-0.80402, 0.74871, -0.84234], [-0.56668, -1.97167, 0.38223], [0.87275, -0.78137, 0.36154], [-0.16127, 1.24092, -0.10137], [0.08694, -3.25451, -0.28490], [-0.64834, 1.35275, 0.87579], [1.03404, 0.45898, 0.08528]], "atomic_forces_ev_per_a": [[0.17, -0.11, 0.05], [0.14, 0.02, 0.01], [-3.60, -3.09, 0.34], [3.39, 4.31, -0.26], [-1.46, 0.98, -0.33], [-0.04, -0.95, -0.30], [0.14, 0.00, 0.04], [1.26, -1.16, 0.44]], "lowdin_charge": [0.157, 0.131, 1.279, -0.057, 0.100, 0.145, 0.151, 0.094], "lumo_energy_ev": [-11.8, -16.6], "charge": 2, "homo_ev": [-22.11, -24.63], "spin_multiplicity": 4, "gap_ev": [10.32, 8.06]}

---

{"formula": "C19H28N4O", "method": "ωB97M-V with the def2-TZVPD basis set", "species": ["C", "H", "H", "H", "C", "H", "N", "N", "C", "H", "H", "H", "H", "C", "H", "C", "H", "H", "H", "H", "H", "H", "H", "H", "C", "N", "C", "C", "C", "H", "H", "C", "C", "C", "N", "O", "H", "C", "C", "C", "H", "H", "H", "C", "H", "C", "H", "H", "C", "H", "C", "H"], "positions_angstrom": [[5.87979, -2.13115, -0.98077], [0.11729, 4.13724, 0.63722], [-5.20451, -2.89215, 0.62706], [3.26684, -0.85276, 0.41905], [5.81372, -1.53839, 1.44087], [6.66774, 0.38465, 0.96943], [5.04834, 0.11323, -0.27602], [0.78862, -0.00255, -0.24038], [-6.77081, -1.87774, 1.69322], [6.62257, -3.37334, 0.62976], [-6.75124, -2.56906, 2.53266], [7.59545, -1.93483, 0.30122], [1.60238, 3.55545, 1.41400], [-6.22372, -2.54508, 0.43762], [-5.90312, -2.11253, -1.66018], [1.00371, 3.52155, 0.50048], [-6.17758, -1.00340, 1.94996], [4.88149, -2.57263, -0.94550], [3.19234, 1.55444, 1.09051], [-4.02519, 1.92700, 0.00524], [5.26351, -0.48094, -2.25126], [5.09276, 0.47884, 1.76828], [3.24276, 2.02021, -0.60660], [-7.25565, -1.23177, -0.92622], [-6.23890, -1.59015, -0.76120], [-4.03105, -0.68491, -0.53858], [-1.66253, -0.46748, -0.41477], [-2.91077, 0.13325, -0.33111], [1.43099, 1.10302, 0.00960], [-7.79689, -1.55488, 1.53461], [-2.05075, 3.34864, 0.36842], [-1.93075, 2.29725, 0.15352], [5.67197, -0.06890, 1.02201], [-3.03829, 1.50068, -0.04932], [0.60120, 2.17652, 0.20998], [-5.80614, 0.73641, -0.33774], [-3.79794, -1.65103, -0.72238], [-0.68255, 1.70397, 0.07021], [6.57214, -2.31416, 0.36722], [-5.35566, -0.37279, -0.52287], [6.76831, -0.20504, -1.36168], [6.33831, -1.59486, 2.39631], [3.28222, -0.36905, -1.27367], [5.76266, -0.63466, -1.29187], [6.44462, -2.62892, -1.77088], [3.60819, -0.07514, -0.27522], [4.82345, -1.97887, 1.57550], [-6.83060, -3.42093, 0.19604], [2.90788, 1.23930, 0.08198], [-1.55386, -1.51940, -0.63088], [-0.54230, 0.32500, -0.21328], [1.59737, 3.93352, -0.31965]], "atomic_forces_ev_per_a": [[0.22, 0.23, 0.02], [0.06, -0.01, 0.00], [-0.02, -0.09, -0.03], [0.00, -0.04, -0.12], [0.16, 0.17, -0.11], [0.00, 0.02, 0.11], [-0.01, 0.15, -0.08], [0.41, -0.42, -0.09], [0.13, -0.16, -0.10], [0.10, 0.02, 0.00], [-0.02, 0.00, 0.11], [0.08, -0.02, 0.00], [-0.06, 0.06, -0.04], [-0.13, 0.10, 0.02], [-0.03, 0.02, -0.04], [0.22, 0.28, 0.05], [0.01, 0.11, 0.10], [-0.06, -0.07, -0.05], [0.05, 0.07, -0.01], [-0.02, 0.01, 0.00], [0.07, 0.04, 0.00], [0.07, 0.06, 0.03], [0.05, 0.00, 0.05], [0.09, 0.05, -0.05], [-0.02, -0.04, 0.11], [0.20, -0.41, -0.06], [-0.06, 0.20, 0.04], [0.27, 0.20, 0.06], [-0.12, 0.16, 0.09], [-0.11, 0.07, 0.02], [-0.05, 0.09, 0.02], [0.21, 0.04, 0.02], [-0.03, -0.10, 0.21], [-0.22, 0.11, 0.01], [0.07, -0.33, -0.06], [-0.10, 0.30, 0.10], [-0.17, 0.16, 0.02], [-0.32, -0.60, -0.13], [-0.28, -0.12, 0.02], [-0.27, -0.47, -0.27], [0.01, -0.03, -0.09], [-0.06, -0.01, 0.07], [0.01, -0.08, 0.05], [-0.05, -0.25, -0.16], [-0.05, -0.05, -0.06], [-0.07, 0.29, 0.09], [-0.03, -0.04, 0.07], [0.09, -0.03, -0.02], [0.08, -0.25, -0.08], [0.02, -0.16, -0.03], [-0.26, 0.74, 0.14], [-0.06, 0.04, 0.06]], "lowdin_charge": [-0.185, 0.086, 0.100, 0.116, -0.186, 0.121, -0.182, 0.171, -0.100, 0.106, 0.070, 0.111, 0.096, -0.257, 0.115, -0.011, 0.074, 0.111, 0.117, 0.096, 0.115, 0.111, 0.126, 0.120, -0.126, 0.125, 0.042, -0.218, -0.295, 0.078, 0.104, -0.007, -0.193, -0.015, -0.035, 0.066, 0.137, -0.167, -0.210, -0.488, 0.119, 0.108, 0.123, -0.201, 0.107, -0.201, 0.104, 0.106, -0.096, 0.116, -0.221, 0.097], "lumo_energy_ev": 0.7, "homo_ev": -7.81, "smiles": "CCCC(=O)Nc1ccc2c(c1)nc(CCN1CCCCC1)n2C", "gap_ev": 8.54}

---

{"formula": "C5H8N2O3", "method": "ωB97M-V with the def2-TZVPD basis set", "species": ["H", "C", "H", "H", "H", "C", "C", "H", "H", "O", "H", "C", "N", "C", "N", "O", "H", "O"], "positions_angstrom": [[0.44935, -0.72771, 2.16447], [0.97271, 2.03934, -1.62163], [-2.05315, 0.50367, -0.03577], [1.92202, 0.27461, -1.85673], [-1.79541, -0.23658, 1.50435], [-1.34909, 0.27392, 0.69247], [1.59636, 1.19836, -2.37437], [1.47432, -1.50140, 0.86768], [1.35162, 0.34659, 1.11455], [0.35404, 2.72372, -0.90303], [-0.89038, 1.25805, 0.91475], [0.75502, -0.66852, 1.08512], [-0.53490, -1.29768, -0.93057], [0.07428, -2.68882, -1.18788], [-0.33440, -0.59856, 0.10144], [1.04905, -2.80680, -1.87291], [1.79818, 1.57916, -3.38169], [-0.77609, -3.37650, -0.57165]], "atomic_forces_ev_per_a": [[-0.45, -0.35, -1.26], [-1.23, 0.79, 1.38], [-1.51, 0.07, -1.34], [-0.05, 0.54, -0.98], [-0.30, -0.34, 0.98], [1.05, 1.45, -1.21], [0.68, -0.41, -0.36], [-0.76, 0.79, 0.04], [-1.14, -1.84, -0.63], [0.43, -0.22, -0.43], [-0.10, -0.77, 0.45], [2.94, 0.38, 0.67], [-0.66, 1.82, 1.91], [-0.83, -1.27, 1.29], [0.21, -1.19, 0.11], [0.20, 0.18, -0.06], [0.19, -0.80, 0.36], [1.33, 1.18, -0.92]], "lowdin_charge": [0.106, -0.309, 0.077, 0.078, 0.094, -0.012, 0.012, 0.109, 0.130, 0.136, 0.100, -0.025, 0.256, -0.728, -0.216, 0.071, 0.080, 0.042], "lumo_energy_ev": -0.8, "homo_ev": -9.82, "gap_ev": 9.06}

---

Number 1: electronic energy -8857.2138 eV. Number 2: electronic energy -28166.7092 eV. Number 3: electronic energy -14433.4798 eV.